[1]
Density functional theory data (ωB97M-V with the def2-TZVPD basis set) for a structure of composition C43H72N2OP3PdSSi.

Properties
* LUMO level: 2.36 eV
* HOMO energy: -2.49 eV
* net charge: -1
* relative energy (zero: lowest compared OMol25 entry of this formula, charge and spin): 0.0 kcal per mole
* Kohn-Sham gap: 4.851 eV
* electronic energy: -3706.2705 Eh

The geometry in XYZ format:
```
124
Properties=species:S:1:pos:R:3:lowdin_charge:R:1
Pd -0.572 0.739 0.081 0.05
C -1.999 1.854 3.710 -0.26
Si -0.818 1.146 2.376 0.51
C -0.774 -0.727 2.947 -0.29
C -0.309 -1.106 4.208 -0.11
C -0.219 -2.437 4.597 -0.11
C -0.610 -3.439 3.712 -0.11
C -1.084 -3.096 2.451 -0.13
C -1.165 -1.761 2.048 -0.36
P -1.738 -1.235 0.355 0.96
C -1.582 -2.841 -0.628 -0.43
C -2.727 -3.857 -0.614 -0.21
C -2.366 -5.125 -1.393 -0.20
C -1.969 -4.805 -2.831 -0.21
C -0.836 -3.785 -2.860 -0.20
C -1.205 -2.527 -2.078 -0.25
C -3.559 -0.986 0.688 -0.42
C -4.305 -1.917 1.652 -0.21
C -5.681 -1.316 1.943 -0.19
C -6.522 -1.134 0.655 -0.19
C -5.718 -1.455 -0.606 -0.22
C -4.361 -0.753 -0.619 -0.21
C 0.899 1.805 2.939 -0.31
C 1.086 2.475 4.152 -0.11
C 2.275 3.123 4.467 -0.11
C 3.321 3.099 3.560 -0.11
C 3.168 2.411 2.360 -0.11
C 1.972 1.770 2.037 -0.37
P 1.702 0.835 0.450 0.97
C 3.132 1.451 -0.617 -0.42
C 4.537 0.858 -0.469 -0.21
C 5.536 1.571 -1.384 -0.20
C 5.110 1.484 -2.846 -0.21
C 3.700 2.034 -3.035 -0.21
C 2.708 1.357 -2.090 -0.25
C 2.177 -0.877 1.018 -0.42
C 2.203 -1.873 -0.154 -0.20
C 2.843 -3.210 0.258 -0.19
C 2.542 -3.511 1.724 -0.19
C 3.203 -2.464 2.642 -0.18
C 3.384 -1.112 1.930 -0.19
H -1.748 1.550 4.736 0.01
H -3.008 1.490 3.493 0.00
H -2.026 2.948 3.672 0.01
H 0.014 -0.334 4.903 0.09
H 0.159 -2.695 5.580 0.09
H -0.542 -4.482 3.998 0.09
H -1.380 -3.892 1.776 0.09
H -0.703 -3.323 -0.176 0.09
H -3.614 -3.399 -1.066 0.10
H -3.002 -4.129 0.405 0.09
H -3.204 -5.828 -1.375 0.10
H -1.526 -5.621 -0.891 0.11
H -2.837 -4.390 -3.358 0.11
H -1.682 -5.717 -3.361 0.10
H -0.580 -3.528 -3.892 0.10
H 0.062 -4.230 -2.410 0.11
H -2.042 -2.017 -2.572 0.11
H -0.376 -1.818 -2.078 0.05
H -3.498 -0.028 1.210 0.08
H -3.742 -2.016 2.581 0.11
H -4.421 -2.922 1.245 0.09
H -5.523 -0.345 2.422 0.11
H -6.219 -1.932 2.668 0.10
H -6.890 -0.106 0.592 0.10
H -7.408 -1.774 0.687 0.10
H -6.286 -1.170 -1.496 0.11
H -5.575 -2.538 -0.672 0.09
H -4.512 0.319 -0.758 0.09
H -3.793 -1.071 -1.497 0.08
H 0.269 2.518 4.864 0.08
H 2.375 3.653 5.407 0.09
H 4.252 3.610 3.776 0.09
H 4.003 2.401 1.671 0.08
H 3.185 2.523 -0.374 0.10
H 4.508 -0.203 -0.745 0.10
H 4.883 0.894 0.561 0.09
H 6.534 1.140 -1.258 0.10
H 5.606 2.624 -1.088 0.11
H 5.129 0.432 -3.156 0.11
H 5.820 2.016 -3.485 0.10
H 3.381 1.908 -4.078 0.10
H 3.706 3.112 -2.833 0.11
H 2.620 0.297 -2.366 0.10
H 1.710 1.782 -2.197 0.06
H 1.293 -1.117 1.621 0.07
H 2.744 -1.455 -1.012 0.09
H 1.176 -2.032 -0.487 0.07
H 3.929 -3.170 0.114 0.11
H 2.476 -4.012 -0.388 0.10
H 2.874 -4.516 1.993 0.10
H 1.458 -3.493 1.869 0.09
H 4.176 -2.826 2.988 0.10
H 2.580 -2.322 3.529 0.10
H 4.304 -1.127 1.345 0.09
H 3.488 -0.314 2.667 0.10
C -2.020 4.781 0.112 -0.20
P -0.434 5.485 -0.376 0.50
C 0.380 4.137 -1.251 -0.20
C 0.505 5.624 1.159 -0.18
O -0.535 6.747 -1.165 -0.41
H -1.861 3.806 0.594 0.02
H -2.615 4.620 -0.788 0.02
H -2.548 5.448 0.791 0.05
H 0.345 3.220 -0.652 0.00
H 1.411 4.403 -1.486 0.05
H -0.171 3.958 -2.178 0.02
H 0.560 4.651 1.657 0.04
H 0.026 6.347 1.820 0.05
H 1.514 5.971 0.933 0.05
C 0.313 2.821 -5.103 -0.09
N -0.977 2.447 -4.535 -0.05
C -1.131 1.685 -3.414 -0.91
S -2.371 1.975 -2.333 0.62
N -0.280 0.664 -3.242 -0.06
C 0.376 -0.091 -4.286 -0.08
H 0.255 3.859 -5.428 0.09
H 0.592 2.199 -5.954 0.07
H 1.098 2.762 -4.351 0.06
H -1.706 3.136 -4.604 0.09
H -0.311 0.277 -2.297 0.03
H 1.348 0.321 -4.566 0.06
H -0.252 -0.141 -5.177 0.09
H 0.536 -1.105 -3.921 0.07
```

[2]
Density functional theory data (ωB97M-V with the def2-TZVPD basis set) for a cluster of 8 separate species, C43H75IO20S in total at a distorted geometry.

Properties
* LUMO level: 0.16 eV
* HOMO energy: -8.56 eV
* Kohn-Sham gap: 8.726 eV
* electronic energy: -3884.1175 Eh
* SMILES string: Cc1ccc(C(C)C)c(OC[C@]2(CC(=O)I)COS(=O)(=O)O2)c1.CCOC(C)=O.CCOC(C)=O.CCOC(C)=O.CCOC(C)=O.CCOC(C)=O.CCOC(C)=O.CCOC(C)=O

The geometry in XYZ format:
```
140
Properties=species:S:1:pos:R:3:lowdin_charge:R:1
C -0.029 -6.825 -0.282 -0.04
C -1.018 -5.689 -0.341 -0.27
C -2.320 -5.805 0.134 -0.05
C -3.174 -4.720 0.048 -0.03
C -2.797 -3.474 -0.468 -0.13
C -3.866 -2.392 -0.447 -0.32
C -3.997 -1.793 0.982 -0.05
C -3.754 -1.310 -1.523 -0.05
C -1.490 -3.366 -0.931 -0.21
O -1.028 -2.182 -1.495 -0.03
C 0.158 -1.657 -0.961 -0.12
C -0.063 -0.530 0.045 -0.36
C -0.526 -1.090 1.412 -0.08
C 0.219 -0.496 2.591 -0.80
O -0.179 0.429 3.183 0.07
I 2.054 -1.442 3.233 0.92
C -0.829 0.691 -0.485 -0.06
O 0.134 1.735 -0.681 -0.16
S 1.542 1.475 -0.037 0.58
O 1.758 2.093 1.226 -0.22
O 2.567 1.747 -0.981 -0.22
O 1.300 -0.069 0.279 -0.21
C -0.637 -4.470 -0.884 0.02
H 0.974 -6.428 -0.395 0.07
H -0.062 -7.260 0.715 0.07
H -0.244 -7.576 -1.034 0.08
H -2.639 -6.742 0.564 0.12
H -4.188 -4.842 0.403 0.12
H -4.801 -2.916 -0.629 0.12
H -3.661 -0.764 1.012 0.06
H -5.002 -1.899 1.354 0.06
H -3.376 -2.393 1.648 0.07
H -3.214 -1.628 -2.405 0.08
H -4.740 -0.936 -1.782 0.08
H -3.229 -0.451 -1.109 0.05
H 0.714 -1.223 -1.793 0.15
H 0.815 -2.390 -0.500 0.13
H -1.582 -0.908 1.588 0.11
H -0.389 -2.168 1.435 0.11
H -1.228 0.456 -1.462 0.14
H -1.549 1.011 0.258 0.14
H 0.365 -4.337 -1.269 0.12
C -2.697 -4.002 7.163 -0.06
C -1.980 -5.141 6.469 -0.24
O -2.343 -5.237 5.084 0.01
C -1.702 -4.558 4.121 -0.53
C -0.764 -3.437 4.500 -0.02
O -1.933 -4.820 2.969 0.10
H -2.422 -3.035 6.740 0.07
H -2.454 -3.994 8.225 0.08
H -3.776 -4.111 7.050 0.08
H -0.899 -5.083 6.580 0.10
H -2.281 -6.088 6.909 0.12
H -1.328 -2.507 4.573 0.10
H -0.018 -3.339 3.713 0.00
H -0.226 -3.604 5.431 0.08
C 1.895 3.503 -3.746 -0.06
C 2.677 2.365 -4.364 -0.23
O 2.304 2.138 -5.728 0.00
C 2.869 2.794 -6.760 -0.53
C 3.696 4.027 -6.484 0.02
O 2.634 2.422 -7.877 0.09
H 2.098 4.452 -4.245 0.06
H 2.150 3.605 -2.692 0.07
H 0.824 3.318 -3.831 0.08
H 3.753 2.509 -4.274 0.12
H 2.444 1.437 -3.845 0.11
H 3.041 4.897 -6.468 0.08
H 4.413 4.148 -7.291 0.10
H 4.263 3.983 -5.558 0.08
C 6.918 -0.145 7.533 -0.06
C 6.035 -0.911 6.570 -0.24
O 4.674 -0.944 7.003 -0.01
C 3.784 0.025 6.698 -0.55
C 4.286 1.344 6.155 0.01
O 2.622 -0.153 6.929 0.09
H 6.627 0.904 7.595 0.07
H 7.960 -0.195 7.217 0.08
H 6.836 -0.566 8.535 0.08
H 6.110 -0.530 5.551 0.11
H 6.347 -1.955 6.537 0.12
H 4.507 2.009 6.989 0.09
H 3.493 1.781 5.555 0.09
H 5.162 1.256 5.517 0.07
C 3.147 9.510 -6.423 -0.06
C 3.483 8.252 -5.651 -0.24
O 4.500 7.483 -6.298 -0.02
C 5.820 7.682 -6.106 -0.53
C 6.282 8.954 -5.434 0.01
O 6.592 6.873 -6.537 0.11
H 4.002 10.184 -6.483 0.07
H 2.323 10.041 -5.946 0.08
H 2.858 9.259 -7.443 0.08
H 3.757 8.464 -4.616 0.11
H 2.612 7.599 -5.616 0.12
H 6.418 9.724 -6.192 0.10
H 7.240 8.755 -4.961 0.09
H 5.607 9.318 -4.664 0.07
C 3.966 -5.786 5.311 -0.06
C 3.649 -7.114 5.967 -0.23
O 2.456 -7.046 6.753 0.00
C 1.228 -7.256 6.243 -0.52
C 1.040 -7.265 4.742 0.03
O 0.297 -7.352 6.995 0.10
H 3.190 -5.492 4.603 0.07
H 4.915 -5.843 4.776 0.08
H 4.034 -5.000 6.064 0.08
H 3.592 -7.928 5.244 0.11
H 4.437 -7.375 6.672 0.12
H 0.858 -6.246 4.400 0.09
H 0.166 -7.870 4.516 0.10
H 1.879 -7.686 4.193 0.07
C -9.696 2.096 2.808 -0.06
C -9.452 1.071 1.720 -0.24
O -8.083 1.045 1.308 0.00
C -7.146 0.293 1.915 -0.51
C -7.446 -0.315 3.266 0.02
O -6.067 0.183 1.400 0.09
H -9.144 1.856 3.717 0.07
H -10.757 2.144 3.054 0.08
H -9.367 3.081 2.477 0.08
H -9.790 0.075 2.009 0.11
H -10.011 1.342 0.826 0.12
H -7.177 0.399 4.043 0.10
H -6.832 -1.205 3.380 0.09
H -8.483 -0.617 3.394 0.07
C -0.316 3.486 -8.455 -0.07
C -1.653 3.523 -9.162 -0.23
O -2.445 4.647 -8.758 0.00
C -2.353 5.856 -9.342 -0.53
C -1.176 6.149 -10.245 0.01
O -3.170 6.694 -9.077 0.10
H 0.294 4.355 -8.707 0.07
H 0.242 2.592 -8.725 0.08
H -0.461 3.493 -7.375 0.09
H -1.545 3.497 -10.247 0.11
H -2.241 2.649 -8.887 0.12
H -0.354 6.532 -9.641 0.09
H -1.478 6.917 -10.953 0.09
H -0.833 5.292 -10.819 0.07
```

[3]
Density functional theory data (ωB97M-V with the def2-TZVPD basis set) for a cluster of 5 separate species, C43H76BFNO20S in total.

Properties
* LUMO level: -2.75 eV
* HOMO energy: -11.19 eV
* net charge: +1
* Kohn-Sham gap: 8.439 eV
* electronic energy: -3766.4093 Eh

The geometry in XYZ format:
```
143
Properties=species:S:1:pos:R:3:lowdin_charge:R:1
C -1.798 2.222 -6.380 -0.09
C -1.426 1.573 -5.039 -0.20
C -0.829 2.551 -4.023 -0.13
O 0.599 2.494 -3.840 -0.08
C 1.030 1.343 -3.190 -0.21
C 0.636 1.367 -1.694 -0.22
C -0.577 0.462 -1.427 -0.08
C -1.716 1.180 -0.664 -0.06
C -3.062 0.787 -1.219 -0.52
O -3.676 1.491 -1.980 0.11
O -3.536 -0.413 -0.819 0.11
O 1.658 1.000 -0.795 -0.04
C 2.959 1.549 -0.944 -0.24
C 3.232 2.541 0.201 -0.10
C 2.050 3.383 0.695 -0.25
C 2.407 4.069 2.023 -0.54
S 0.980 4.293 3.126 0.76
C 3.317 2.055 -2.374 -0.23
C 2.881 3.537 -2.485 -0.07
C 3.906 4.636 -2.224 -0.22
O 4.209 5.228 -3.484 -0.06
C 4.831 1.799 -2.486 -0.10
C 5.692 2.489 -3.568 -0.15
C 7.032 2.985 -3.040 -0.18
F 6.991 4.335 -2.719 -0.04
N 2.523 1.204 -3.418 -0.03
C 2.876 1.670 -4.814 0.03
B 2.071 1.020 -6.051 -0.62
O 1.227 1.768 -6.807 0.20
O 2.260 -0.298 -6.381 0.17
C 2.892 -0.269 -3.468 0.01
C 3.076 -1.162 -2.219 -0.30
O 4.197 -1.328 -1.789 0.12
C 1.911 -1.880 -1.656 -0.17
C 1.894 -2.072 -0.273 -0.01
C 0.826 -2.700 0.312 -0.05
C -0.234 -3.158 -0.459 -0.05
C -0.186 -3.020 -1.833 -0.06
C 0.876 -2.373 -2.436 -0.03
H -1.649 1.541 -7.213 0.08
H -1.256 3.151 -6.550 0.07
H -2.856 2.481 -6.375 0.08
H -0.796 0.695 -5.185 0.10
H -2.346 1.203 -4.583 0.11
H -1.352 2.466 -3.069 0.10
H -1.010 3.568 -4.364 0.14
H 0.537 0.481 -3.645 0.14
H 0.319 2.393 -1.474 0.14
H -0.972 0.096 -2.375 0.12
H -0.271 -0.398 -0.841 0.11
H -1.663 0.917 0.390 0.13
H -1.670 2.257 -0.804 0.12
H -4.495 -0.379 -0.944 0.13
H 3.632 0.719 -0.755 0.13
H 3.500 1.912 1.054 0.13
H 4.111 3.165 0.039 0.12
H 1.198 2.732 0.874 0.09
H 1.809 4.185 -0.001 0.10
H 2.822 5.056 1.829 0.07
H 3.128 3.484 2.589 0.07
H -0.004 4.312 2.221 -0.14
H 2.016 3.679 -1.845 0.10
H 2.479 3.786 -3.458 0.11
H 4.811 4.299 -1.719 0.10
H 3.449 5.389 -1.577 0.13
H 4.612 6.088 -3.333 0.10
H 5.232 2.114 -1.521 0.12
H 5.014 0.729 -2.509 0.11
H 5.951 1.749 -4.330 0.11
H 5.184 3.297 -4.087 0.10
H 7.341 2.421 -2.157 0.12
H 7.809 2.850 -3.791 0.12
H 2.813 2.745 -4.891 0.12
H 3.919 1.407 -4.964 0.12
H 1.363 2.715 -6.713 0.12
H 2.479 -0.410 -7.312 0.13
H 2.123 -0.765 -4.054 0.11
H 3.803 -0.382 -4.046 0.15
H 2.718 -1.713 0.325 0.13
H 0.806 -2.822 1.386 0.12
H -1.078 -3.644 0.009 0.11
H -0.998 -3.404 -2.435 0.11
H 0.887 -2.258 -3.512 0.12
C -3.763 -9.293 -2.619 -0.06
C -3.483 -8.761 -1.230 -0.19
O -3.028 -7.392 -1.262 0.04
C -3.966 -6.488 -1.503 -0.61
O -5.136 -6.693 -1.686 0.13
O -3.383 -5.279 -1.517 -0.01
C -4.291 -4.223 -1.853 -0.04
H -2.882 -9.182 -3.252 0.08
H -4.026 -10.349 -2.563 0.08
H -4.586 -8.757 -3.087 0.07
H -2.671 -9.324 -0.775 0.12
H -4.355 -8.850 -0.584 0.12
H -5.159 -4.237 -1.198 0.10
H -4.608 -4.324 -2.889 0.10
H -3.757 -3.282 -1.737 0.07
C -7.146 -14.664 -0.906 -0.06
C -6.933 -14.074 0.470 -0.21
O -6.482 -12.709 0.413 0.03
C -7.419 -11.811 0.121 -0.62
O -8.586 -12.033 -0.067 0.13
O -6.841 -10.609 0.079 -0.01
C -7.723 -9.546 -0.299 -0.03
H -6.236 -14.575 -1.502 0.08
H -7.405 -15.719 -0.821 0.08
H -7.950 -14.153 -1.431 0.07
H -6.138 -14.601 0.994 0.12
H -7.836 -14.131 1.077 0.12
H -8.603 -9.513 0.338 0.10
H -8.024 -9.661 -1.339 0.10
H -7.160 -8.623 -0.193 0.08
C 1.033 3.745 6.886 -0.07
C 2.262 4.526 7.291 -0.20
O 3.046 3.831 8.276 0.05
C 3.784 2.828 7.812 -0.62
O 3.876 2.483 6.660 0.11
O 4.417 2.269 8.840 0.01
C 5.213 1.129 8.504 -0.04
H 0.425 3.504 7.759 0.09
H 0.435 4.340 6.197 0.05
H 1.300 2.811 6.393 0.07
H 1.978 5.462 7.766 0.12
H 2.891 4.760 6.432 0.12
H 5.923 1.372 7.717 0.09
H 4.578 0.304 8.188 0.10
H 5.743 0.860 9.413 0.09
C -2.218 9.067 9.413 -0.06
C -0.775 9.383 9.090 -0.21
O -0.186 8.400 8.218 0.04
C -0.539 8.483 6.940 -0.61
O -1.267 9.305 6.449 0.13
O 0.064 7.492 6.279 -0.01
C -0.267 7.415 4.890 -0.05
H -2.302 8.066 9.837 0.08
H -2.601 9.786 10.138 0.08
H -2.840 9.114 8.521 0.07
H -0.164 9.350 9.989 0.12
H -0.669 10.371 8.643 0.12
H -0.080 8.363 4.390 0.10
H -1.313 7.135 4.764 0.10
H 0.376 6.639 4.485 0.02
```